An isolated molecule of C4H5OP. Source: the Open Molecules 2025 dataset; level of theory: ωB97M-V with the def2-TZVPD basis set.

Values from the calculation:
- total charge = 0
- HOMO-LUMO gap (alpha / beta) (eV) = 7.0247 / 7.0366
- highest occupied orbital energy (alpha / beta) (eV) = -7.75 / -7.77
- multiplicity = 1
- LUMO (alpha / beta) (eV) = -0.7 / -0.7
- relative energy (zero: lowest compared OMol25 entry of this formula, charge and spin) (eV) = 3.260

Each atom is followed by the atoms it is bonded to, with distances in Å.
Element x y z (Å)
1 P 3.64707 0.15964 0.15910  O2 1.644
2 O 2.24609 -0.66364 -0.08928  P1 1.644, C3 1.399
3 C 0.98205 -0.43004 0.46320  O2 1.399, C4 1.489, C6 1.569, H7 1.149
4 C 0.21982 0.79153 0.08368  C3 1.489, C5 1.456, H8 1.076, H9 1.162
5 C -0.73939 -0.06430 -0.60070  C4 1.456, C6 1.363, H10 1.044
6 C -0.08393 -1.23491 -0.35974  C3 1.569, C5 1.363, H11 1.165
7 H 1.01148 -0.54437 1.60617  C3 1.149
8 H -0.04694 1.51247 0.83656  C4 1.076
9 H 0.99618 1.42462 -0.50486  C4 1.162
10 H -1.57167 0.06993 -1.21655  C5 1.044
11 H -0.12033 -2.36555 -0.63668  C6 1.165

An isolated molecule of C4H5OP. Source: the Open Molecules 2025 dataset; level of theory: ωB97M-V with the def2-TZVPD basis set.

Values from the calculation:
- total charge = 0
- HOMO-LUMO gap (alpha / beta) (eV) = 7.7772 / 4.8799
- highest occupied orbital energy (alpha / beta) (eV) = -6.75 / -9.12
- multiplicity = 3
- LUMO (alpha / beta) (eV) = 1.0 / -4.2
- relative energy (zero: lowest compared OMol25 entry of this formula, charge and spin) (eV) = 2.040

Each atom is followed by the atoms it is bonded to, with distances in Å.
Element x y z (Å)
1 P -0.97423 -1.50439 -1.84136  C4 1.669, H7 1.415
2 O -0.27932 2.00318 -1.50375  C5 1.191
3 C 0.52539 1.00327 0.66110  C5 1.517, C6 1.540, H10 1.088, H11 1.091
4 C -0.39682 -0.44181 -0.69039  P1 1.669, C5 1.600, C6 1.510
5 C -0.07183 1.12449 -0.72764  O2 1.191, C3 1.517, C4 1.600
6 C 0.13097 -0.48359 0.72346  C3 1.540, C4 1.510, H8 1.089, H9 1.091
7 H -0.90813 -2.66407 -1.03324  P1 1.415
8 H 0.95663 -1.18109 0.85608  C6 1.089
9 H -0.62890 -0.69188 1.47866  C6 1.091
10 H 1.59759 1.18564 0.67846  C3 1.088
11 H 0.04865 1.65026 1.39860  C3 1.091

A cluster of 2 separate species, C4H5OS in total. Source: the Open Molecules 2025 dataset; level of theory: ωB97M-V with the def2-TZVPD basis set.

Values from the calculation:
- total charge = -1
- HOMO-LUMO gap (alpha / beta) (eV) = 5.0435 / 5.0470
- highest occupied orbital energy (alpha / beta) (eV) = -1.60 / -1.60
- multiplicity = 1
- LUMO (alpha / beta) (eV) = 3.4 / 3.4
- relative energy (zero: lowest compared OMol25 entry of this formula, charge and spin) (eV) = 2.897

Each atom is followed by the atoms it is bonded to, with distances in Å.
Element x y z (Å)
1 S 3.78621 1.30168 1.57239  C3 1.566
2 O 1.80509 0.69345 3.27517  C3 1.189
3 C 2.44348 1.03984 2.33408  S1 1.566, O2 1.189
4 C 0.57977 -0.57995 0.01063  C5 1.442, C6 1.580, H10 1.162, H11 1.095
5 C 0.72470 0.84907 0.14145  C4 1.442, C6 1.444, H7 1.163
6 C -0.64973 0.40810 0.10337  C4 1.580, C5 1.444, H8 1.198, H9 1.081
7 H 1.28970 1.45803 -0.67183  C5 1.163
8 H -1.36219 0.31264 1.06138  C6 1.198
9 H -1.31569 0.38619 -0.74744  C6 1.081
10 H 0.77722 -1.18330 0.98436  C4 1.162
11 H 0.75083 -1.00710 -0.98295  C4 1.095

An isolated molecule of C4H5PS. Source: the Open Molecules 2025 dataset; level of theory: ωB97M-V with the def2-TZVPD basis set.

Values from the calculation:
- SMILES = C/C(S)=C/C#P
- total charge = 0
- HOMO-LUMO gap (eV) = 8.8184
- highest occupied orbital energy (eV) = -8.71
- multiplicity = 1
- LUMO (eV) = 0.1
- relative energy (zero: lowest compared OMol25 entry of this formula, charge and spin) (eV) = 1.429

Each atom is followed by the atoms it is bonded to, with distances in Å.
Element x y z (Å)
1 S 0.21015 1.94125 0.25483  C3 1.854, H7 1.319
2 P 3.70137 -0.38948 0.03024  C6 1.619
3 C -0.25237 0.14953 0.13563  S1 1.854, C4 1.336, C5 1.499
4 C 0.51471 -0.94199 0.19735  C3 1.336, C6 1.622, H11 1.066
5 C -1.73253 0.01582 -0.05939  C3 1.499, H8 1.103, H9 1.094, H10 1.102
6 C 2.11144 -0.69474 0.05536  P2 1.619, C4 1.622
7 H 1.46635 1.96155 -0.14702  S1 1.319
8 H -2.36930 0.83244 0.32050  C5 1.103
9 H -2.00609 -0.82982 0.57836  C5 1.094
10 H -1.83082 -0.18141 -1.13882  C5 1.102
11 H 0.18709 -1.86315 -0.22706  C4 1.066

| no. | E_tot (Ha) |
| --- | --- |
| 1 | -571.847236 |
| 2 | -571.800646 |
| 3 | -628.745368 |
| 4 | -894.841276 |